Entry from the Open Molecules 2025 dataset: C6H8LiO3Tm as an isolated structure (wB97M-V/def2-TZVPD).

Summary:
* <S²>: 2.002
* HOMO (spin up / spin down): -16.2945 / -16.2969 eV
* DFT total energy: -42211.9860 eV
* ΔE to the lowest compared entry with this formula, charge and spin: 0.0 kcal per mole

```
! wB97M-V def2-TZVPD RIJCOSX def2/J DEFGRID3
* xyz 2 3
C 2.948 1.312 0.582
C 2.311 2.074 -0.316
C 1.207 1.468 -1.169
C -0.043 1.996 -0.519
O -0.915 1.201 -0.152
Li -2.503 0.478 0.744
H 3.293 1.735 1.527
H 2.995 0.224 0.511
H 2.657 3.079 -0.575
H -0.223 3.083 -0.465
H 1.230 1.972 -2.166
O -1.920 -1.257 0.379
O 1.232 0.106 -1.200
C -2.491 -2.387 0.806
C -2.121 -3.632 0.482
H -3.357 -2.234 1.465
H -2.698 -4.478 0.853
H -1.251 -3.830 -0.150
Tm -0.350 -0.911 -0.637
*
```

In elementary charge units, the Mulliken charges are:
1 C -0.775
2 C -0.360
3 C 0.289
4 C 0.118
5 O -0.454
6 Li 0.936
7 H 0.303
8 H 0.306
9 H 0.417
10 H 0.409
11 H 0.362
12 O -0.557
13 O -0.680
14 C 0.682
15 C -0.979
16 H 0.289
17 H 0.288
18 H 0.028
19 Tm 1.377